# 1
Formula: C3H28NO12
Source: the OMol25 dataset
Level of theory: ωB97M-V with the def2-TZVPD basis set

Summary:
- net charge = +1
- maximum force (eV/Å) = 4.12
- M (g/mol) = 270.3
- E_tot (eV) = -29620.1742
- relative energy (zero: lowest compared OMol25 entry of this formula, charge and spin) (kcal/mol) = 29.3
- frontier orbital gap (eV) = 10.97

Last column: natural (NBO) charge in e.
Element x y z (Å)
O: -1.1334 0.9187 -1.2690  -0.58
C: -0.6292 1.3084 -0.2375  0.48
C: 0.1803 0.3789 0.6807  -0.21
C: 1.5764 0.6306 0.1731  -0.11
O: 1.7445 1.9925 -0.2421  -0.77
N: -0.1606 -1.0452 0.6424  -0.74
H: -0.9373 2.3125 0.1861  0.18
H: -0.0313 0.7998 1.7098  0.26
H: 1.8848 -0.0492 -0.6172  0.19
H: 2.5190 0.5052 0.8393  0.21
H: 2.4542 1.8557 -0.9227  0.53
H: 0.4236 -1.4831 -0.1549  0.47
H: 0.1112 -1.6054 1.4652  0.48
H: -1.1735 -1.2500 0.5574  0.47
H: 1.4716 4.3177 1.6783  0.48
H: 1.0965 3.1430 0.9213  0.50
O: 0.6450 3.9415 1.3453  -0.97
H: 3.1315 2.3918 -3.1539  0.50
H: 3.2854 0.9470 -2.5402  0.51
O: 3.3184 1.9148 -2.3411  -0.97
H: -2.2471 1.8499 2.6618  0.50
H: -3.2846 1.5517 1.5067  0.46
O: -2.9013 1.2205 2.3279  -0.99
H: 1.8993 -3.0330 2.6888  0.50
H: 0.8120 -2.4231 3.6541  0.50
O: 1.0125 -2.6755 2.7480  -0.97
H: -0.1039 -2.0523 -2.3158  0.52
H: 0.1988 -3.1452 -1.1342  0.52
O: 0.5301 -2.3853 -1.6261  -1.03
H: -4.0905 -1.6653 0.0229  0.50
H: -3.2557 -1.3456 -1.2157  0.50
O: -3.2767 -1.9099 -0.4356  -0.98
H: -0.4384 3.4574 2.6287  0.51
H: -1.1518 3.5731 3.9248  0.49
O: -1.0926 2.9701 3.1725  -1.00
H: -1.2450 -0.4387 -2.4340  0.52
H: -1.5779 -1.2084 -3.8427  0.51
O: -1.4486 -1.2723 -2.8901  -0.99
H: -2.1179 -3.2237 0.0193  0.52
H: -1.2420 -4.1214 0.9436  0.49
O: -1.1906 -3.4344 0.2679  -1.01
H: 2.5418 -0.8072 -3.8258  0.49
H: 1.7582 -1.0378 -2.4925  0.50
O: 2.1346 -0.3689 -3.0748  -0.98

=====

# 2
Formula: C3H5N3
Source: the OMol25 dataset
Level of theory: ωB97M-V with the def2-TZVPD basis set

Summary:
- maximum force (eV/Å) = 2.86
- M (g/mol) = 83.1
- E_tot (eV) = -7660.1504
- relative energy (zero: lowest compared OMol25 entry of this formula, charge and spin) (kcal/mol) = 53.2
- frontier orbital gap (eV) = 9.76

Last column: natural (NBO) charge in e.
Element x y z (Å)
C: 1.6038 -0.5403 0.1394  -0.43
N: 0.4960 0.2955 0.4438  -0.50
C: -0.7019 0.2500 -0.0279  0.33
N: -1.2225 1.4926 0.0691  -0.81
C: -1.4240 -0.8774 -0.5874  0.21
N: -2.0172 -1.7824 -0.9972  -0.25
H: 1.2993 -1.5526 -0.1278  0.19
H: 2.1696 -0.0992 -0.6943  0.20
H: 2.2631 -0.5652 1.0106  0.21
H: -0.2427 1.7304 0.5770  0.45
H: -2.2235 1.6486 0.1945  0.40

=====

# 3
Formula: C3H9NO2
Source: the OMol25 dataset
Level of theory: ωB97M-V with the def2-TZVPD basis set

Summary:
- maximum force (eV/Å) = 4.93
- M (g/mol) = 91.1
- E_tot (eV) = -8839.6390
- relative energy (zero: lowest compared OMol25 entry of this formula, charge and spin) (kcal/mol) = 76.5
- frontier orbital gap (eV) = 9.39

Last column: natural (NBO) charge in e.
Element x y z (Å)
C: -1.0887 1.0296 1.9627  -0.56
C: -1.0077 1.8577 0.8304  0.18
O: -0.2204 1.6684 -0.2182  -0.71
H: -1.8305 1.2293 2.6739  0.20
H: -0.5655 0.1318 2.0675  0.19
H: -1.6833 2.8445 0.7520  0.17
H: 0.6596 1.2791 0.0242  0.51
N: -0.2835 -2.1933 -0.6503  -0.95
C: 0.7580 -1.2959 -1.2850  0.11
O: 1.6446 -0.5818 -0.4444  -0.72
H: -0.4802 -2.1982 0.3583  0.38
H: -1.2241 -2.4412 -1.2224  0.39
H: 1.2369 -1.9959 -1.9711  0.15
H: 0.3030 -0.4875 -1.8262  0.17
H: 2.2051 -1.2495 -0.0524  0.47